[1]
Here is one molecule with the formula C5H8O from the OMol25 dataset. Energies are from ωB97M-V with the def2-TZVPD basis set.

Structure (XYZ):
```
14
C5H8O (ωB97M-V with the def2-TZVPD basis set)
C 0.57 -0.69 -1.38
C 0.03 -0.84 0.11
C -1.33 -0.37 0.45
C -0.47 0.78 0.15
C 0.64 0.85 1.16
O 0.93 -0.55 1.16
H 1.12 0.17 -1.79
H 1.27 -1.49 -1.36
H -0.20 -0.91 -2.11
H -1.63 -0.51 1.47
H -2.08 -0.60 -0.29
H -0.74 1.58 -0.54
H 0.36 1.22 2.15
H 1.53 1.38 0.83
```

Properties
- 2S+1: 1
- Net charge: 0
- F_max: 0.09598 Eh/bohr
- Structure (SMILES): C[C@@]12C[C@H]1CO2
- DFT total energy: -270.40282 Ha
- Relative energy (zero: lowest compared OMol25 entry of this formula, charge and spin): 97.31 kcal/mol
- Kohn-Sham gap: 9.1 eV

=====

[2]
Here is a 2-piece molecular cluster, N2O3S overall from the OMol25 dataset. Energies are from ωB97M-V with the def2-TZVPD basis set.

Structure (XYZ):
```
6
N2O3S (ωB97M-V with the def2-TZVPD basis set)
N 2.40 0.00 -0.52
N 1.47 0.11 0.09
O 0.53 0.32 0.71
O -1.84 0.68 -1.00
O -1.77 -1.22 0.55
S -1.85 0.18 0.38
```

Properties
- 2S+1: 1
- Net charge: 0
- F_max: 0.08295 Eh/bohr
- DFT total energy: -733.34425 Ha
- Relative energy (zero: lowest compared OMol25 entry of this formula, charge and spin): 46.25 kcal/mol
- Kohn-Sham gap: 10.9 eV

=====

[3]
Here is C5H6AgO3 as an isolated structure from the OMol25 dataset. Energies are from ωB97M-V with the def2-TZVPD basis set.

Structure (XYZ):
```
15
C5H6AgO3 (ωB97M-V with the def2-TZVPD basis set)
O 1.50 0.63 -0.46
C 0.44 0.05 -0.35
O -0.65 0.41 -1.01
O 0.25 -1.00 0.42
C -1.11 -1.45 0.31
C -1.76 -0.45 -0.66
C -2.87 0.38 -0.05
C -2.61 1.09 1.17
Ag 3.60 0.31 0.28
H -1.56 -1.42 1.31
H -1.10 -2.48 -0.07
H -2.09 -0.94 -1.59
H -3.71 -0.27 0.30
H -3.25 1.31 -0.65
H -1.88 1.89 0.97
```

Properties
- 2S+1: 2
- Net charge: 0
- F_max: 0.04325 Eh/bohr
- DFT total energy: -566.58568 Ha
- Expectation value of S²: 0.751
- Relative energy (zero: lowest compared OMol25 entry of this formula, charge and spin): 71.22 kcal/mol
- Kohn-Sham gap (alpha / beta): 4.1 / 8.0 eV

=====

[4]
Here is one molecule with the formula CH6N4OS from the OMol25 dataset. Energies are from ωB97M-V with the def2-TZVPD basis set.

Structure (XYZ):
```
13
CH6N4OS (ωB97M-V with the def2-TZVPD basis set)
C 0.45 0.29 -0.01
H 1.92 1.66 -1.89
H 2.81 2.38 -0.62
H 1.49 -0.80 -1.07
H -0.08 -2.65 -0.86
H -0.17 0.82 2.13
H -2.32 -1.16 1.13
N 2.22 1.53 -0.93
N 1.03 1.40 -0.28
N 0.61 -0.95 -0.77
N -0.40 0.18 1.10
O 0.42 -2.10 -0.16
S -2.12 -0.02 0.54
```

Properties
- 2S+1: 1
- Net charge: 0
- F_max: 0.11520 Eh/bohr
- Structure (SMILES): N/N=C(\NO)NS
- DFT total energy: -733.96385 Ha
- Relative energy (zero: lowest compared OMol25 entry of this formula, charge and spin): 70.47 kcal/mol
- Kohn-Sham gap: 8.9 eV

=====

[5]
Here is a 2-piece molecular cluster, C2H8S4 overall from the OMol25 dataset. Energies are from ωB97M-V with the def2-TZVPD basis set.

Structure (XYZ):
```
14
C2H8S4 (ωB97M-V with the def2-TZVPD basis set)
C 0.69 -0.23 2.92
S 2.42 -0.10 2.35
S 2.60 -1.29 0.74
H 0.14 -1.03 2.46
H 0.24 0.74 2.75
H 0.79 -0.39 3.99
H 3.01 -2.45 1.28
C -0.42 0.43 -2.43
S -2.13 -0.14 -2.61
S -3.22 1.58 -2.71
H -0.25 1.50 -2.33
H 0.13 0.03 -3.27
H -0.03 0.00 -1.50
H -3.98 1.35 -1.63
```

Properties
- 2S+1: 1
- Net charge: 0
- F_max: 0.01796 Eh/bohr
- Structure (SMILES): CSS.CSS
- DFT total energy: -1673.72415 Ha
- Relative energy (zero: lowest compared OMol25 entry of this formula, charge and spin): 8.92 kcal/mol
- Kohn-Sham gap: 9.1 eV

=====

[6]
Here is a 2-piece molecular cluster, C2H2FN3 overall from the OMol25 dataset. Energies are from ωB97M-V with the def2-TZVPD basis set.

Structure (XYZ):
```
8
C2H2FN3 (ωB97M-V with the def2-TZVPD basis set)
C 1.50 -0.36 2.23
C 1.51 -0.84 0.85
N 1.76 -0.47 3.31
N 1.28 -1.16 -0.21
N -0.47 -0.09 -1.32
F -0.11 1.07 -0.57
H -1.00 0.35 -2.03
H 0.22 -0.20 -1.99
```

Properties
- 2S+1: 1
- Net charge: 0
- F_max: 0.12894 Eh/bohr
- Structure (SMILES): N#CC#N.NF
- DFT total energy: -341.37636 Ha
- Relative energy (zero: lowest compared OMol25 entry of this formula, charge and spin): 94.37 kcal/mol
- Kohn-Sham gap: 11.2 eV

=====

[7]
Here is C27H42CdN2O6P2 as an isolated structure from the OMol25 dataset. Energies are from ωB97M-V with the def2-TZVPD basis set.

Structure (XYZ):
```
80
C27H42CdN2O6P2 (ωB97M-V with the def2-TZVPD basis set)
C 3.49 -3.82 4.59
C 2.63 -3.44 3.67
C 1.51 -2.63 2.81
C 2.06 -2.12 1.38
C 1.37 -2.47 -0.03
C 0.01 -3.36 0.08
C -1.16 -2.52 0.84
C -2.52 -2.32 -0.02
C -2.90 -0.73 -0.08
C -4.48 -0.46 -0.32
C -5.20 -0.28 1.14
C -5.23 1.31 1.54
C -6.41 1.62 2.65
C -5.91 1.04 4.09
C 1.95 -1.94 -1.43
P 0.96 -2.42 -2.96
O -0.52 -2.01 -2.69
O 1.41 -1.62 -4.43
O 0.89 -4.16 -3.22
C 3.29 -1.07 -1.41
P 4.12 -0.42 -2.98
N 3.41 0.94 -3.52
C 3.96 -0.72 -0.04
C 3.35 -1.23 1.33
C 4.31 -0.62 2.48
O 4.57 -0.98 3.66
N 4.94 0.52 1.76
C 4.43 1.90 2.05
C 3.83 2.70 0.79
C 2.30 2.26 0.38
C 1.91 2.70 -1.14
C 0.53 3.60 -1.19
C -0.48 2.89 -2.23
O -1.45 3.80 -2.84
C -2.43 3.07 -3.63
C 5.25 0.15 0.37
O 6.30 0.42 -0.30
H 4.22 -3.98 5.47
H 0.61 -3.38 2.72
H 1.08 -1.73 3.42
H -0.32 -3.82 -0.92
H 0.29 -4.23 0.80
H -1.46 -3.07 1.83
H -0.75 -1.48 1.19
H -3.41 -2.82 0.55
H -2.47 -2.79 -1.08
H -2.30 -0.16 -0.87
H -2.65 -0.32 0.99
H -4.58 0.58 -0.84
H -5.00 -1.22 -1.00
H -4.59 -0.88 1.92
H -6.27 -0.72 1.11
H -4.21 1.67 1.94
H -5.52 1.94 0.61
H -7.39 1.10 2.33
H -6.55 2.76 2.70
H -6.44 1.57 4.97
H -4.76 1.13 4.18
H -6.15 -0.09 4.12
H 0.95 -2.06 -5.19
H 0.22 -4.24 -3.96
H 4.10 -1.48 -4.01
H 5.50 -0.03 -2.69
H 4.10 1.72 -3.52
H 3.56 1.78 2.82
H 5.22 2.56 2.57
H 3.72 3.82 1.14
H 4.54 2.76 -0.13
H 2.06 1.16 0.63
H 1.61 2.90 1.08
H 1.69 1.74 -1.74
H 2.73 3.36 -1.62
H 0.74 4.66 -1.64
H 0.06 3.76 -0.15
H 0.11 2.40 -3.10
H -1.09 2.04 -1.72
H -3.33 3.75 -3.92
H -2.89 2.16 -3.06
H -2.01 2.65 -4.62
Cd 3.06 -3.13 -4.24
```

Properties
- 2S+1: 1
- Net charge: +2
- F_max: 0.19681 Eh/bohr
- DFT total energy: -2464.11468 Ha
- Kohn-Sham gap: 2.4 eV

=====

[8]
Here is a 2-piece molecular cluster, H2NO4PS overall from the OMol25 dataset. Energies are from ωB97M-V with the def2-TZVPD basis set.

Structure (XYZ):
```
9
H2NO4PS (ωB97M-V with the def2-TZVPD basis set)
N -0.92 0.60 -3.49
O -0.80 0.29 2.89
O 1.63 -0.32 2.54
O -0.12 -2.06 1.89
O 0.98 1.52 -0.10
P 0.19 -0.59 2.24
S 0.36 0.13 0.08
H -0.45 0.94 -2.63
H -0.86 -0.50 -3.43
```

Properties
- 2S+1: 1
- Net charge: -2
- F_max: 0.05253 Eh/bohr
- DFT total energy: -1096.43866 Ha
- Relative energy (zero: lowest compared OMol25 entry of this formula, charge and spin): 56.81 kcal/mol
- Kohn-Sham gap (alpha / beta): 4.6 / 5.8 eV

=====

[9]
Here is an isolated ion of composition C4H10NO and charge +1 from the OMol25 dataset. Energies are from ωB97M-V with the def2-TZVPD basis set.

Structure (XYZ):
```
16
C4H10NO (ωB97M-V with the def2-TZVPD basis set)
C 0.66 0.59 0.88
C 0.26 -0.74 0.37
C 1.28 -1.72 -0.05
C -1.27 1.29 -0.77
N 0.10 0.51 -0.55
O -1.99 1.42 0.39
H 0.05 1.07 1.53
H 1.66 0.86 1.23
H -0.68 -1.29 0.71
H 2.23 -1.26 0.14
H 1.27 -1.96 -1.07
H 1.30 -2.70 0.53
H -1.11 2.23 -1.34
H -1.78 0.51 -1.42
H 0.62 0.42 -1.37
H -2.61 0.76 0.79
```

Properties
- 2S+1: 1
- Net charge: +1
- F_max: 0.07942 Eh/bohr
- Structure (SMILES): C[C@H]1C[N@@H+]1CO
- DFT total energy: -288.06847 Ha
- Relative energy (zero: lowest compared OMol25 entry of this formula, charge and spin): 59.38 kcal/mol
- Kohn-Sham gap: 13.2 eV

=====

[10]
Here is C44H129O22Zr as an isolated structure from the OMol25 dataset. Energies are from ωB97M-V with the def2-TZVPD basis set.

Structure (XYZ):
```
196
C44H129O22Zr (ωB97M-V with the def2-TZVPD basis set)
Zr -3.03 -0.99 -3.62
C -6.24 -3.64 -2.01
C -4.81 -3.88 -2.46
O -4.23 -2.71 -3.00
H -6.93 -3.53 -2.85
H -6.32 -2.88 -1.23
H -6.63 -4.53 -1.53
H -4.77 -4.65 -3.22
H -4.21 -4.30 -1.65
C -0.09 0.22 -0.54
C -1.51 -0.25 -0.45
O -2.10 -0.70 -1.67
H 0.25 0.59 0.43
H -0.06 1.01 -1.29
H 0.63 -0.55 -0.83
H -2.05 0.63 -0.09
H -1.69 -1.03 0.29
C -0.63 1.83 -6.32
C -0.69 1.47 -4.83
O -1.71 0.58 -4.40
H -1.54 2.36 -6.62
H -0.44 0.98 -6.96
H 0.24 2.49 -6.42
H -0.91 2.41 -4.32
H 0.30 1.12 -4.54
C 5.66 1.92 0.95
C 5.98 0.96 2.05
O 4.95 0.04 2.11
H 5.71 1.39 0.00
H 6.43 2.69 0.97
H 4.66 2.31 1.14
H 6.05 1.42 3.04
H 6.91 0.42 1.86
H 5.22 -0.69 1.55
C -2.89 2.98 -1.48
C -3.29 4.42 -1.84
O -4.39 4.49 -2.72
H -3.70 2.56 -0.89
H -1.95 2.93 -0.94
H -2.76 2.45 -2.42
H -2.46 4.93 -2.32
H -3.52 5.01 -0.95
H -5.17 4.36 -2.18
C -1.96 -0.24 3.83
C -0.60 0.42 4.03
O -0.90 1.75 4.43
H -2.51 0.25 3.03
H -2.62 -0.16 4.69
H -1.86 -1.31 3.61
H -0.18 0.42 3.02
H 0.02 -0.09 4.77
H -0.15 2.35 4.34
C -2.70 -5.51 2.20
C -2.56 -5.10 0.75
O -1.27 -4.53 0.53
H -2.58 -4.65 2.85
H -1.85 -6.13 2.47
H -3.61 -6.05 2.47
H -3.15 -4.23 0.46
H -2.76 -5.96 0.12
H -0.58 -5.20 0.51
C 2.07 2.97 0.99
C 2.72 4.39 1.04
O 2.49 4.94 2.34
H 2.29 2.36 1.87
H 2.31 2.40 0.10
H 0.98 3.04 1.05
H 2.24 5.05 0.32
H 3.80 4.33 0.88
H 3.31 5.42 2.49
C -6.89 2.27 3.19
C -7.76 2.30 1.94
O -6.98 1.97 0.87
H -6.06 2.99 3.19
H -6.51 1.28 3.42
H -7.42 2.52 4.10
H -8.20 3.27 1.70
H -8.50 1.52 2.16
H -6.65 1.10 1.10
C -4.65 -2.25 1.93
C -5.02 -0.74 1.82
O -6.36 -0.66 1.40
H -3.60 -2.47 2.14
H -4.83 -2.85 1.04
H -5.23 -2.70 2.73
H -4.38 -0.23 1.10
H -4.88 -0.22 2.76
H -6.87 -1.09 2.09
C -6.86 -0.15 -2.22
C -5.44 0.16 -1.84
O -4.59 0.37 -2.94
H -7.47 -0.59 -1.44
H -6.85 -0.78 -3.11
H -7.36 0.75 -2.59
H -5.04 -0.70 -1.32
H -5.46 0.97 -1.12
H -4.95 1.14 -3.39
C -0.31 5.12 5.08
C 0.99 4.48 5.44
O 1.35 3.55 4.48
H -1.05 4.38 4.77
H -0.21 5.93 4.36
H -0.85 5.57 5.91
H 0.94 3.90 6.37
H 1.74 5.24 5.66
H 1.73 4.01 3.73
C 1.84 -1.95 3.32
C 0.98 -2.40 2.15
O 0.00 -3.26 2.71
H 2.42 -1.05 3.11
H 2.53 -2.73 3.64
H 1.20 -1.72 4.18
H 1.59 -2.88 1.39
H 0.47 -1.55 1.68
H -0.60 -3.51 2.01
C -1.82 4.18 1.89
C -2.78 3.02 2.09
O -3.13 3.04 3.47
H -2.21 5.11 2.30
H -1.62 4.39 0.84
H -0.84 4.01 2.34
H -2.30 2.08 1.81
H -3.62 3.16 1.41
H -2.50 2.46 3.89
C 0.13 -3.37 -2.35
C 0.00 -2.60 -3.70
O -1.39 -2.57 -4.01
H -0.36 -4.33 -2.46
H -0.38 -2.81 -1.57
H 1.17 -3.53 -2.07
H 0.60 -3.03 -4.49
H 0.33 -1.59 -3.45
H -1.55 -3.43 -4.41
C 3.66 -4.09 -3.68
C 4.02 -4.15 -5.12
O 2.81 -4.23 -5.88
H 4.65 -4.08 -3.21
H 3.11 -4.95 -3.31
H 3.15 -3.16 -3.45
H 4.62 -5.00 -5.45
H 4.54 -3.23 -5.40
H 2.91 -3.68 -6.66
C 5.11 3.59 -6.18
C 4.35 2.30 -5.92
O 3.80 2.30 -4.64
H 5.81 3.88 -5.39
H 4.42 4.43 -6.31
H 5.63 3.53 -7.14
H 4.99 1.44 -6.09
H 3.55 2.12 -6.64
H 3.12 2.98 -4.57
C 2.88 0.17 6.78
C 3.49 0.78 5.47
O 4.47 -0.09 4.96
H 3.67 0.13 7.52
H 2.44 -0.82 6.64
H 2.06 0.78 7.16
H 3.91 1.74 5.76
H 2.70 0.93 4.73
H 4.46 0.08 4.02
C 3.52 -0.65 -0.97
C 3.26 0.26 -2.12
O 4.07 -0.04 -3.27
H 3.50 -1.73 -1.16
H 2.86 -0.46 -0.13
H 4.51 -0.46 -0.56
H 3.46 1.29 -1.83
H 2.24 0.23 -2.48
H 3.89 0.69 -3.87
C 0.79 3.61 -2.35
C 0.90 4.58 -3.51
O 2.11 4.48 -4.22
H 0.85 2.59 -2.73
H -0.19 3.65 -1.86
H 1.62 3.79 -1.67
H 0.96 5.53 -2.98
H 0.03 4.70 -4.16
H 2.08 5.12 -4.94
C 4.98 -3.37 2.16
C 6.43 -3.44 1.67
O 6.79 -2.16 1.24
H 4.86 -2.79 3.08
H 4.55 -4.36 2.31
H 4.36 -2.94 1.37
H 6.41 -4.18 0.87
H 7.07 -3.82 2.47
H 7.68 -2.30 0.90
C 2.97 -5.03 -0.14
C 2.34 -6.11 0.84
O 0.98 -6.24 0.49
H 2.87 -5.34 -1.19
H 4.04 -4.90 0.04
H 2.46 -4.08 -0.02
H 2.46 -5.90 1.90
H 2.88 -7.02 0.61
H 0.74 -7.02 1.00
```

Properties
- 2S+1: 1
- Net charge: +1
- F_max: 0.13721 Eh/bohr
- DFT total energy: -3455.79460 Ha
- Kohn-Sham gap: 7.3 eV

=====

[11]
Here is a 2-piece molecular cluster, C6H12N2 overall from the OMol25 dataset. Energies are from ωB97M-V with the def2-TZVPD basis set.

Structure (XYZ):
```
20
C6H12N2 (ωB97M-V with the def2-TZVPD basis set)
C 1.52 -2.08 -2.04
C 0.38 -1.74 -2.69
C 2.23 -0.20 -0.91
N 2.00 -1.45 -0.87
H 2.10 -2.93 -2.35
H -0.26 -0.93 -2.30
H 0.06 -2.28 -3.57
H 2.48 0.32 0.01
H 2.18 0.37 -1.86
C 0.13 2.53 1.28
C -0.74 1.64 1.83
N -0.94 0.31 1.45
C -2.29 -0.24 1.61
H 0.86 2.24 0.50
H 0.14 3.58 1.66
H -1.33 1.95 2.71
H -0.58 0.10 0.54
H -2.26 -1.33 1.53
H -2.65 0.00 2.61
H -3.01 0.15 0.87
```

Properties
- 2S+1: 1
- Net charge: 0
- F_max: 0.03846 Eh/bohr
- Structure (SMILES): C=CN=C.C=CNC
- DFT total energy: -345.23222 Ha
- Relative energy (zero: lowest compared OMol25 entry of this formula, charge and spin): 60.02 kcal/mol
- Kohn-Sham gap: 9.0 eV

=====

[12]
Here is a 3-piece molecular cluster, C6H14ClN2O2 overall from the OMol25 dataset. Energies are from ωB97M-V with the def2-TZVPD basis set.

Structure (XYZ):
```
25
C6H14ClN2O2 (ωB97M-V with the def2-TZVPD basis set)
Cl -19.64 -8.03 23.55
C -19.68 -11.83 21.08
C -20.81 -12.14 22.17
O -21.08 -13.33 22.37
N -21.37 -11.06 22.77
C -22.46 -10.98 23.66
H -19.47 -10.77 21.07
H -19.99 -12.12 20.08
H -18.81 -12.48 21.21
H -20.95 -10.19 22.47
H -22.98 -11.91 23.89
H -23.17 -10.20 23.39
H -21.94 -10.65 24.56
C -18.42 -3.22 27.99
C -18.80 -4.16 26.87
O -18.20 -5.22 26.62
N -19.80 -3.74 26.09
C -20.29 -4.47 24.86
H -19.17 -2.51 28.36
H -17.56 -2.69 27.58
H -17.96 -3.67 28.86
H -20.04 -2.78 26.30
H -19.63 -4.17 24.05
H -21.28 -4.06 24.65
H -20.14 -5.55 24.95
```

Properties
- 2S+1: 1
- Net charge: -1
- F_max: 0.06890 Eh/bohr
- DFT total energy: -957.29223 Ha
- Relative energy (zero: lowest compared OMol25 entry of this formula, charge and spin): 41.87 kcal/mol
- Kohn-Sham gap: 7.1 eV

=====

[13]
Here is a 3-piece molecular cluster, C4H8N2 overall from the OMol25 dataset. Energies are from ωB97M-V with the def2-TZVPD basis set.

Structure (XYZ):
```
14
C4H8N2 (ωB97M-V with the def2-TZVPD basis set)
C 0.53 1.23 -1.14
N 0.14 1.06 0.14
C -0.31 -0.17 0.54
C 0.55 -1.38 0.29
C -1.06 -0.15 1.77
N -1.70 -0.13 2.74
H 1.25 0.52 -1.55
H 0.60 2.25 -1.50
H -0.80 0.27 -1.60
H -0.36 1.85 0.54
H -1.14 -0.24 -0.93
H 0.02 -2.28 0.61
H 0.79 -1.50 -0.77
H 1.49 -1.32 0.86
```

Properties
- 2S+1: 1
- Net charge: 0
- F_max: 0.02112 Eh/bohr
- DFT total energy: -266.59052 Ha
- Relative energy (zero: lowest compared OMol25 entry of this formula, charge and spin): 82.51 kcal/mol
- Kohn-Sham gap: 9.0 eV

=====

[14]
Here is one molecule with the formula C2H4N4O from the OMol25 dataset. Energies are from ωB97M-V with the def2-TZVPD basis set.

Structure (XYZ):
```
11
C2H4N4O (ωB97M-V with the def2-TZVPD basis set)
C 0.13 0.23 0.23
C -0.33 -0.12 1.50
H 1.88 1.14 0.57
H 1.60 1.12 -0.98
H 0.18 -0.05 2.48
H -1.01 -0.39 -2.52
N 1.13 1.31 -0.13
N -1.22 -1.24 1.30
N -1.49 -1.18 0.03
N -0.70 -0.42 -0.56
O -0.17 -0.40 -1.93
```

Properties
- 2S+1: 1
- Net charge: 0
- F_max: 0.11693 Eh/bohr
- Structure (SMILES): Nc1cnnn1O
- DFT total energy: -372.72504 Ha
- Relative energy (zero: lowest compared OMol25 entry of this formula, charge and spin): 109.99 kcal/mol
- Kohn-Sham gap: 9.6 eV

=====

[15]
Here is a 3-piece molecular cluster, C3H12O2S2 overall from the OMol25 dataset. Energies are from ωB97M-V with the def2-TZVPD basis set.

Structure (XYZ):
```
19
C3H12O2S2 (ωB97M-V with the def2-TZVPD basis set)
C 0.02 -1.20 0.17
C 0.81 -1.09 -1.19
C -0.84 0.06 0.36
S -2.08 -0.37 1.66
S -3.74 0.10 0.64
H -0.67 -2.16 0.07
H 0.59 -1.37 1.10
H -0.01 -1.00 -2.03
H 1.54 -1.88 -1.43
H 1.35 -0.09 -1.19
H -0.19 0.83 0.70
H -1.07 0.61 -0.55
H -4.59 0.99 1.16
H -0.44 2.63 -5.75
H 0.18 2.08 -4.38
O -0.48 1.91 -5.13
H 2.53 -0.45 5.08
H 3.60 0.55 5.75
O 3.49 -0.15 4.95
```

Properties
- 2S+1: 1
- Net charge: 0
- F_max: 0.07787 Eh/bohr
- Structure (SMILES): CCCSS.O.O
- DFT total energy: -1068.28049 Ha
- Relative energy (zero: lowest compared OMol25 entry of this formula, charge and spin): 52.53 kcal/mol
- Kohn-Sham gap: 9.0 eV